Entry i
C4H13N3 | ωB97M-V/def2-TZVPD

Each line ends with the natural charge from an NBO analysis.
Cartesian coordinates (Å):
N 2.10618 2.01398 -1.40366  -0.84
C 1.00595 1.04008 -1.49774  -0.22
C 0.30024 0.86978 -0.14559  -0.41
C -0.47475 -0.45720 -0.02250  -0.05
N 0.45477 -1.58124 -0.26004  -0.83
C -1.12792 -0.50546 1.37756  -0.22
N -2.08845 -1.58070 1.47058  -0.85
H 2.11092 2.69159 -2.15474  0.36
H 2.01888 2.54399 -0.54309  0.35
H 0.20642 1.21986 -2.22475  0.17
H 1.46750 0.07887 -1.72758  0.20
H -0.39339 1.70342 -0.06049  0.20
H 1.02940 0.85391 0.65037  0.19
H -1.24420 -0.48642 -0.80016  0.19
H -0.09906 -2.43096 -0.34304  0.35
H 0.97333 -1.75308 0.60446  0.34
H -1.65719 0.44607 1.47239  0.19
H -0.29161 -0.52474 2.08376  0.15
H -1.73210 -2.47561 1.17038  0.35
H -2.56493 -1.66613 2.35389  0.37

Properties
charge: 0
SMILES string: NCC[C@@H](N)CN
HOMO-LUMO gap: 9.9 eV
highest occupied orbital energy: -8.9 eV



Entry ii
C4H13N3 | ωB97M-V/def2-TZVPD

Each line ends with the natural charge from an NBO analysis.
Cartesian coordinates (Å):
C -0.17927 0.19671 -1.35648  -0.33
C 2.80079 1.17553 -0.22531  -0.41
N 1.40511 1.38242 0.13135  -0.87
H 1.24384 2.29293 0.55062  0.35
H 3.49216 1.24288 0.62539  0.17
H 0.62105 0.48383 -2.02849  0.21
H -0.73946 -0.58591 -1.85644  0.18
H -0.80194 0.99125 -0.95866  0.20
H 2.90025 0.18004 -0.65966  0.19
H 3.09939 1.90509 -0.98254  0.19
C -2.18570 -0.35737 1.20291  -0.70
C -1.34018 -1.36524 0.45384  0.42
N -0.05983 -0.98775 0.19023  -0.69
N -1.78382 -2.46393 -0.05789  -0.69
H 1.04360 0.63458 0.73460  0.40
H 0.43764 -1.78322 -0.20348  0.37
H -2.74371 -2.65486 0.21977  0.33
H -1.73282 0.63365 1.24848  0.22
H -3.16264 -0.23956 0.73617  0.22
H -2.31446 -0.68107 2.23561  0.23

Properties
charge: 0
HOMO-LUMO gap: 9.3 eV
highest occupied orbital energy: -8.6 eV



Entry iii
C4H13N3 | ωB97M-V/def2-TZVPD

Each line ends with the natural charge from an NBO analysis.
Cartesian coordinates (Å):
C -0.20925 1.55433 0.96753  -0.63
C 1.09381 0.92756 0.48405  -0.06
N 1.80775 1.74796 -0.45710  -0.85
C 0.89237 -0.53795 -0.03999  -0.23
N -0.15476 -0.79160 -1.03960  -0.64
C -1.49076 -1.22230 -0.55750  -0.04
N -1.48573 -2.51933 0.05878  -0.86
H -0.04100 2.47406 1.52910  0.21
H -0.74619 0.86395 1.60991  0.21
H -0.82884 1.86683 0.12294  0.20
H 1.78267 0.75043 1.31734  0.19
H 1.22493 2.12636 -1.18471  0.35
H 2.34903 2.50946 -0.09351  0.37
H 0.78361 -1.21567 0.80783  0.18
H 1.84426 -0.79362 -0.51371  0.21
H -0.31962 0.06468 -1.55600  0.35
H -1.91310 -0.48343 0.12347  0.14
H -2.09289 -1.27147 -1.46655  0.18
H -1.91101 -3.25278 -0.48038  0.37
H -0.58529 -2.79747 0.36809  0.36

Properties
charge: 0
SMILES string: C[C@H](N)CNCN
HOMO-LUMO gap: 9.6 eV
highest occupied orbital energy: -8.6 eV



Quick one: least stable of them? entry ii



Entry i
C4H13N3 | ωB97M-V/def2-TZVPD

Each line ends with the natural charge from an NBO analysis.
Cartesian coordinates (Å):
C -0.42781 0.41054 1.84207  -0.41
N 0.87780 0.26823 1.22474  -0.31
N 1.48701 -0.95407 1.59251  -0.67
C 1.01933 0.66423 -0.16199  -0.22
C 0.51342 -0.29784 -1.25732  -0.43
C -0.99493 -0.55434 -1.28260  -0.22
N -1.71897 0.65581 -1.64316  -0.84
H -0.33830 1.08672 2.69675  0.19
H -0.78669 -0.55294 2.20816  0.20
H -1.16062 0.83548 1.15451  0.18
H 2.47457 -0.77888 1.81341  0.35
H 1.44240 -1.65368 0.85433  0.33
H 2.09172 0.81984 -0.33817  0.20
H 0.53132 1.63474 -0.26894  0.19
H 1.02120 -1.26154 -1.16210  0.19
H 0.79904 0.13132 -2.21881  0.22
H -1.20069 -1.28945 -2.06495  0.19
H -1.31510 -0.99145 -0.32953  0.16
H -2.70663 0.46247 -1.72890  0.36
H -1.60808 1.36478 -0.93003  0.35

Properties
charge: 0
SMILES string: CN(N)CCCN
HOMO-LUMO gap: 9.4 eV
highest occupied orbital energy: -8.3 eV



Entry ii
C4H13N3 | ωB97M-V/def2-TZVPD

Each line ends with the natural charge from an NBO analysis.
Cartesian coordinates (Å):
C 1.79794 0.09018 1.33760  -0.63
C 1.02647 0.97122 0.37002  -0.06
N 1.91123 1.67637 -0.53342  -0.84
C 0.02397 0.10895 -0.42367  -0.23
N -1.02836 -0.38342 0.47524  -0.64
C -2.27259 -0.70808 -0.22055  -0.06
N -2.21042 -1.63647 -1.31865  -0.87
H 2.10837 0.63144 2.22413  0.21
H 1.24883 -0.74880 1.76626  0.21
H 2.69372 -0.16452 0.76282  0.21
H 0.35187 1.70934 0.85095  0.17
H 2.79929 1.79870 -0.06623  0.35
H 1.67874 2.62491 -0.76310  0.36
H -0.55154 0.64607 -1.18082  0.19
H 0.63989 -0.56532 -1.05445  0.17
H -0.73731 -1.21531 0.97470  0.35
H -2.74231 0.22016 -0.56307  0.18
H -2.95790 -1.07828 0.54762  0.19
H -2.07200 -2.59811 -1.04483  0.36
H -1.70788 -1.37906 -2.14056  0.37

Properties
charge: 0
SMILES string: C[C@@H](N)CNCN
HOMO-LUMO gap: 9.8 eV
highest occupied orbital energy: -8.7 eV



Quick one: least stable of them? entry i



Entry i
C16H19N3O3 | ωB97M-V/def2-TZVPD

Each line ends with the natural charge from an NBO analysis.
Cartesian coordinates (Å):
C -0.02230 0.29809 0.50960  -0.11
C -1.39964 0.81961 -0.01772  0.69
C 0.75763 -0.02748 -0.71462  -0.41
C 2.07489 -0.56701 -0.35794  -0.09
C 2.53814 -1.75831 -0.06081  -0.02
C 3.19026 0.40985 -0.13907  -0.13
C 4.33763 -0.38156 0.20183  0.14
C 3.31861 1.77986 -0.27493  -0.17
C 5.62613 0.07460 0.33650  -0.28
C 4.63370 2.40532 -0.15934  -0.27
C 5.69914 1.45100 -0.05588  -0.19
C -3.83465 0.32400 -0.81680  -0.17
C -4.33516 1.18221 0.35667  0.81
C -4.68157 -0.90719 -0.81969  -0.43
C -3.79441 -1.77399 0.01466  -0.42
C -2.31928 -1.40136 -0.28946  -0.26
H 0.71950 -0.78778 1.94857  0.38
H -0.71927 -0.30486 2.26079  0.38
H 0.36595 1.31414 0.80447  0.19
H 0.75063 0.72780 -1.44122  0.25
H 0.22090 -0.86983 -1.30521  0.20
H 2.17426 -2.89233 -0.03969  0.23
H 4.69626 -2.51117 -0.13759  0.39
H 2.40691 2.58599 -0.50086  0.23
H 6.36355 -0.58005 0.91263  0.23
H 4.87535 3.48570 -0.45115  0.24
H 6.71628 1.89805 0.00486  0.20
H -3.71245 1.00146 -1.78958  0.27
H -5.84184 -0.99433 -0.49439  0.27
H -4.93023 -1.52826 -1.89919  0.23
H -3.92078 -1.67447 1.09919  0.23
H -4.03271 -2.83906 -0.17990  0.21
H -1.63771 -1.75015 0.54312  0.25
H -1.90762 -2.08127 -1.02009  0.19
H -5.00443 2.66349 1.21056  0.50
N -0.07948 -0.56423 1.50520  -0.83
N 3.86066 -1.63946 0.30871  -0.54
N -2.42951 -0.03607 -0.35839  -0.44
O -1.48132 2.06109 -0.34142  -0.64
O -4.41066 0.76007 1.53892  -0.61
O -4.83133 2.62786 0.10864  -0.70

Properties
charge: 0
HOMO-LUMO gap: 8.6 eV
highest occupied orbital energy: -8.1 eV



Entry ii
C16H19N3O3 | ωB97M-V/def2-TZVPD

Each line ends with the natural charge from an NBO analysis.
Cartesian coordinates (Å):
N 0.67344 0.34539 1.28702  -0.83
C -0.69181 0.69405 1.07733  -0.13
C -0.88764 1.11268 -0.39898  -0.42
C -0.01149 2.24888 -0.86635  -0.17
C -0.43510 3.52966 -1.15425  0.02
N 0.39547 4.14643 -2.03418  -0.53
C 1.49600 3.31355 -2.28670  0.11
C 2.65796 3.53908 -3.06613  -0.24
C 3.59969 2.49708 -3.13512  -0.22
C 3.22632 1.22831 -2.61984  -0.22
C 1.99911 0.98835 -1.91500  -0.24
C 1.17562 2.08810 -1.63889  -0.03
C -1.76255 -0.29387 1.44350  0.67
O -2.89303 0.12978 1.58570  -0.63
N -1.61208 -1.64901 1.62653  -0.43
C -2.83846 -2.42833 1.85351  -0.20
C -2.30154 -3.84662 2.05527  -0.42
C -0.78654 -3.75197 2.36216  -0.40
C -0.38492 -2.44898 1.61110  -0.15
C -0.01406 -2.77510 0.14642  0.80
O -0.31251 -3.72044 -0.49978  -0.56
O 0.76708 -1.69706 -0.32018  -0.79
H 0.75604 0.26825 2.32989  0.39
H 1.32991 0.90254 0.86377  0.40
H -0.89844 1.59353 1.65716  0.21
H -0.56179 0.25318 -0.96319  0.23
H -1.94083 1.28570 -0.58390  0.25
H -1.36136 4.02066 -0.78851  0.21
H 0.44098 5.17293 -2.08008  0.41
H 2.86051 4.46741 -3.50634  0.21
H 4.55499 2.56649 -3.63204  0.22
H 3.96917 0.40971 -2.56629  0.21
H 1.82703 -0.02561 -1.56839  0.24
H -3.43926 -2.35128 0.96198  0.21
H -3.39267 -2.05351 2.65908  0.21
H -2.67212 -4.52692 1.29392  0.23
H -2.72433 -4.20512 2.92439  0.21
H -0.24187 -4.63350 2.01220  0.24
H -0.69557 -3.70664 3.42888  0.21
H 0.44881 -1.82726 2.08983  0.22
H 0.68184 -0.86055 0.35447  0.49

Properties
charge: 0
SMILES string: N[C@@H](Cc1c[nH]c2ccccc12)C(=O)N1CCC[C@H]1C(=O)O
HOMO-LUMO gap: 8.6 eV
highest occupied orbital energy: -8.1 eV



Entry iii
C16H19N3O3 | ωB97M-V/def2-TZVPD

Each line ends with the natural charge from an NBO analysis.
Cartesian coordinates (Å):
O -1.58136 1.09108 1.64781  -0.63
C -0.45314 0.87547 2.09687  0.66
C 0.52489 1.93493 1.97392  -0.21
C 0.19472 3.30530 1.66648  -0.13
C 1.12547 4.38244 1.66306  -0.24
C 2.48925 3.99955 1.71858  -0.18
C 2.85985 2.64145 1.84837  -0.21
C 1.85712 1.58726 2.02933  0.18
N 2.23671 0.32271 2.27969  -0.48
C 1.36601 -0.64859 2.48600  0.32
N -0.01929 -0.46037 2.38367  -0.42
C -0.80852 -1.67081 2.04380  -0.24
C -0.89947 -1.86188 0.52928  0.50
O -0.81131 -3.27665 0.32701  -0.74
C -2.20168 -1.40035 -0.09102  -0.47
C -1.79570 -0.66010 -1.36418  -0.07
N -1.92721 -1.68492 -2.49262  -0.61
C -1.03076 -1.38325 -3.61504  -0.22
C 0.43500 -1.46914 -3.20684  -0.43
C 0.67635 -0.28455 -2.28900  -0.41
C -0.30710 -0.24618 -1.08082  0.09
O 0.21060 -1.31434 -0.18791  -0.56
H -0.86809 3.64400 1.63669  0.23
H 0.81501 5.37011 1.32712  0.22
H 3.20861 4.76094 1.44933  0.21
H 3.92240 2.49923 1.58562  0.23
H 1.76581 -1.62967 2.71470  0.20
H -0.32554 -2.42440 2.64804  0.23
H -1.80040 -1.47552 2.44381  0.23
H -0.42718 -3.43736 -0.59696  0.48
H -2.76170 -0.75638 0.58916  0.25
H -2.80539 -2.34232 -0.30783  0.24
H -2.33760 0.20065 -1.61259  0.21
H -1.71637 -2.66161 -2.09438  0.34
H -1.29903 -0.42452 -3.92181  0.19
H -1.30571 -2.22802 -4.36270  0.20
H 0.74459 -2.35320 -2.66769  0.20
H 1.17272 -1.51542 -3.93053  0.22
H 1.77450 -0.33726 -1.95205  0.23
H 0.33376 0.60525 -2.71727  0.20
H -0.23086 0.72644 -0.59709  0.19

Properties
charge: 0
SMILES string: O=c1c2ccccc2ncn1C[C@@]1(O)C[C@@H]2NCCC[C@@H]2O1
HOMO-LUMO gap: 8.8 eV
highest occupied orbital energy: -8.5 eV



Quick one: least stable of them? entry i



Entry i
H2N2O4P | ωB97M-V/def2-TZVPD

Each line ends with the natural charge from an NBO analysis.
Cartesian coordinates (Å):
N -1.40124 -0.43709 -0.40513  -0.68
N 1.64500 0.73111 -0.09763  0.27
O 1.53109 1.61202 -0.95661  -0.45
O 1.35940 -1.96109 0.49669  -1.09
O 2.20410 0.80391 1.01287  -0.43
O -2.48833 0.16853 0.32548  -0.65
P 0.93469 -1.03647 -0.54011  1.30
H -1.07139 0.36103 -0.96597  0.30
H -2.71332 -0.24195 1.13040  0.44

Properties
charge: -1
HOMO-LUMO gap (alpha / beta): 7.0 / 7.0 eV
highest occupied orbital energy (alpha / beta): -3.2 / -3.2 eV



Entry ii
H2N2O4P | ωB97M-V/def2-TZVPD

Each line ends with the natural charge from an NBO analysis.
Cartesian coordinates (Å):
N 1.12275 0.13525 -1.23988  -1.18
N -0.83893 -1.10301 0.35129  0.29
O 0.05655 -1.79996 0.76051  -0.40
O 0.33290 0.84778 1.83398  -1.10
O -1.93881 -1.41644 -0.01237  -0.39
O -1.31425 1.58143 -0.02272  -1.11
P -0.33496 0.65072 0.52532  2.20
H 1.85481 0.06509 -0.46945  0.35
H 1.05994 1.03914 -1.72667  0.34

Properties
charge: -1
HOMO-LUMO gap: 9.3 eV
highest occupied orbital energy: -5.1 eV



Quick one: least stable of them? entry i